1.
{"formula": "C3H6N2OS", "method": "wB97M-V/def2-TZVPD", "elements": ["C", "N", "C", "C", "O", "N", "S", "H", "H", "H", "H", "H", "H"], "positions_angstrom": [[0.73081, 1.86168, -0.29825], [-0.30732, 1.07151, 0.27062], [-0.54186, -0.18311, 0.19734], [-2.01124, -0.57985, 0.12350], [-2.62668, -1.58309, -0.36958], [0.28345, -1.28245, -0.04620], [2.00995, -1.47723, -0.11960], [1.06418, 1.20519, -1.16806], [1.80931, 2.01974, 0.31609], [0.41888, 2.98558, -0.59739], [-2.55175, 0.17951, 0.64647], [-0.41634, -2.13340, -0.16102], [2.13859, -2.08407, 1.20607]], "forces_ev_per_angstrom": [[3.382, 0.638, -0.320], [-1.877, -0.294, 0.410], [1.762, -0.106, -1.122], [-2.186, -2.882, -0.509], [3.469, 3.593, 1.616], [-1.958, -1.855, -0.391], [-1.535, -0.706, 2.254], [-0.052, 1.563, 0.370], [-3.020, -0.620, -1.095], [0.351, -2.898, 0.646], [-0.887, 0.773, 0.151], [2.550, 1.783, -0.006], [0.001, 1.011, -2.003]], "mol_weight_g_mol": 118.2, "smiles": "C/N=C(/C=O)NS", "energy_ev": -19068.024, "homo_ha": -0.3337, "multiplicity": 1, "relative_energy_kj_mol": 399.7, "charge": 0, "lumo_ha": -0.0080}


2.
{"formula": "C15H21O", "method": "wB97M-V/def2-TZVPD", "elements": ["C", "O", "C", "C", "C", "C", "C", "C", "C", "C", "H", "H", "H", "H", "H", "H", "H", "H", "H", "H", "H", "C", "C", "C", "C", "C", "C", "H", "H", "H", "H", "H", "H", "H", "H", "H", "H"], "positions_angstrom": [[1.20850, -0.77435, 2.88148], [1.46121, -1.09091, 1.49275], [1.16608, -0.19578, 0.58230], [1.70460, -0.32852, -0.73292], [1.64494, 0.76288, -1.65651], [2.09966, 0.59253, -2.95734], [2.68883, -0.60667, -3.37026], [3.08444, -0.75861, -4.80062], [2.87609, -1.62762, -2.42588], [2.42637, -1.49202, -1.12401], [1.49013, -1.66472, 3.45248], [1.82439, 0.08713, 3.20705], [0.13519, -0.54574, 3.02240], [0.69922, 0.74696, 0.92307], [1.23777, 1.71537, -1.32514], [1.96871, 1.38654, -3.69787], [3.52486, -1.73902, -4.99269], [2.21656, -0.63309, -5.46154], [3.81105, 0.01264, -5.08406], [3.35798, -2.55433, -2.74488], [2.61495, -2.25747, -0.37547], [-2.90204, -1.64041, 2.15393], [-2.42414, -0.37510, 1.47460], [-1.50682, -0.45368, 0.44869], [-2.98015, 0.87928, 1.93342], [-2.73626, 2.05374, 1.32470], [-3.25053, 3.36475, 1.83545], [-3.56986, -1.38659, 2.98312], [-3.46978, -2.28564, 1.46589], [-2.05412, -2.22274, 2.53991], [-1.31092, 0.40932, -0.20553], [-1.10772, -1.43141, 0.14048], [-3.65628, 0.82414, 2.79211], [-2.13875, 2.09681, 0.41503], [-2.87313, 4.16539, 1.19587], [-4.34376, 3.40785, 1.83040], [-2.91728, 3.55910, 2.85960]], "forces_ev_per_angstrom": [[-0.412, 0.338, 0.641], [-0.298, 0.931, -1.091], [1.282, 0.015, 0.932], [0.411, 0.189, -0.335], [-0.290, -0.663, 0.078], [-0.292, 0.460, 0.427], [-0.306, 0.016, 0.260], [0.187, -0.162, -0.254], [0.035, -0.223, 0.160], [-0.363, 0.193, -0.016], [-0.104, 0.267, -0.264], [-0.279, -0.498, -0.365], [0.474, -0.141, -0.167], [0.223, -0.583, -0.227], [-0.134, -0.161, -0.174], [0.136, -0.143, 0.389], [-0.042, 0.139, -0.009], [0.137, -0.025, 0.195], [-0.110, -0.134, 0.073], [-0.051, 0.312, 0.202], [-0.156, -0.033, -0.280], [0.020, 0.039, 0.158], [1.388, -0.969, -1.493], [-0.921, -0.192, 0.585], [-0.152, 0.875, -0.458], [-0.420, -0.253, 0.757], [0.088, 0.261, -0.235], [0.188, -0.174, -0.054], [0.258, 0.274, 0.129], [-0.255, 0.056, -0.068], [0.029, -0.541, 0.417], [-0.395, 0.461, 0.006], [0.290, 0.199, -0.178], [-0.065, -0.110, 0.208], [-0.173, 0.070, 0.192], [0.111, -0.030, -0.024], [-0.041, -0.057, -0.120]], "mol_weight_g_mol": 217.3, "energy_ev": -17934.483, "homo_ha": -0.4160, "multiplicity": 1, "relative_energy_kj_mol": 5.0, "charge": 1, "lumo_ha": -0.1847}